Record 1
{"formula": "C22H38BrN9O6", "method": "wB97M-V/def2-TZVPD", "lumo_ev": -1.173, "energy_ev": -119169.7554, "homo_lumo_gap_ha": 0.297, "charge": 0, "symbols": ["Br", "O", "O", "O", "O", "O", "O", "N", "N", "N", "N", "N", "N", "N", "N", "N", "C", "C", "C", "C", "C", "C", "C", "C", "C", "C", "C", "C", "C", "C", "C", "C", "C", "C", "C", "C", "C", "C", "H", "H", "H", "H", "H", "H", "H", "H", "H", "H", "H", "H", "H", "H", "H", "H", "H", "H", "H", "H", "H", "H", "H", "H", "H", "H", "H", "H", "H", "H", "H", "H", "H", "H", "H", "H", "H", "H"], "positions_angstrom": [[-3.10, 1.19, 2.23], [1.96, 1.99, -0.10], [4.24, -3.39, 5.33], [-6.35, -2.43, -3.87], [1.20, -1.18, 5.59], [-5.63, 2.52, -2.92], [-0.89, 0.08, -6.70], [-1.41, 2.26, -6.64], [-0.84, 0.00, 1.26], [1.27, -3.36, 5.09], [-0.89, 1.37, -1.07], [4.23, -1.61, 6.71], [-6.80, -3.84, -2.18], [-3.79, 1.26, -2.60], [0.11, -0.20, 0.37], [-1.87, 1.55, -0.20], [3.01, 1.91, 2.57], [4.86, -2.55, 5.96], [2.45, 1.14, -1.11], [-0.54, -2.02, 4.17], [0.71, -2.13, 5.00], [-6.98, -2.67, -2.86], [3.64, 2.59, 1.54], [5.75, 2.44, 2.71], [0.07, 0.52, -0.75], [-2.63, 0.81, -8.17], [5.01, 2.86, 1.60], [6.37, -2.47, 5.92], [-4.92, 1.61, -3.28], [2.84, 3.01, 0.33], [3.47, 0.15, -0.57], [3.75, 1.48, 3.67], [5.12, 1.75, 3.73], [-1.56, 0.99, -7.11], [-8.00, -1.72, -2.29], [1.23, 0.37, -1.68], [-5.21, 0.78, -4.50], [-1.76, 0.88, 0.93], [4.36, 0.65, -0.19], [-8.77, -1.54, -3.03], [0.91, -4.18, 4.65], [5.48, 3.39, 0.78], [4.73, -0.91, 7.22], [-8.46, -2.10, -1.38], [3.01, -0.35, 0.28], [-0.72, 2.42, -5.93], [-5.23, 1.43, -5.37], [6.69, -2.33, 4.89], [1.96, 1.67, 2.55], [0.94, 0.71, -2.66], [-3.20, 0.51, -2.89], [1.45, -0.69, -1.74], [-7.50, -0.77, -2.06], [-3.37, 0.10, -7.80], [-3.55, 1.79, -1.77], [-6.18, 0.30, -4.39], [-1.35, -1.65, 4.79], [-0.36, -1.29, 3.37], [3.22, -1.58, 6.69], [-1.97, 3.03, -6.96], [5.72, 1.42, 4.57], [6.76, -1.66, 6.53], [-3.14, 1.74, -8.41], [3.50, 3.33, -0.48], [-7.30, -4.06, -1.34], [6.80, 2.64, 2.74], [6.77, -3.41, 6.29], [-6.13, -4.49, -2.53], [-2.18, 0.42, -9.07], [2.22, 3.86, 0.60], [2.91, 1.72, -1.92], [-4.46, 0.00, -4.66], [-0.84, -2.96, 3.72], [3.74, -0.59, -1.32], [2.13, -3.42, 5.62], [3.29, 0.94, 4.48]]}

Record 2
{"formula": "C3H10NO6S", "method": "wB97M-V/def2-TZVPD", "lumo_ev": -3.126, "energy_ev": -27874.8280, "de_lowest_ev": 0.070, "homo_lumo_gap_ha": 0.419, "charge": 1, "symbols": ["S", "O", "O", "O", "O", "O", "O", "N", "C", "C", "C", "H", "H", "H", "H", "H", "H", "H", "H", "H", "H"], "positions_angstrom": [[-0.26, 1.09, -0.20], [-2.46, 1.39, -1.58], [-2.68, 1.92, 0.70], [-2.61, -0.31, 0.02], [0.33, 2.33, -0.05], [-0.03, 0.12, 1.06], [0.26, 0.26, -1.32], [2.06, -1.31, -0.82], [-2.27, 1.02, -0.24], [1.36, -0.14, 1.29], [1.85, -1.48, 0.60], [1.86, 0.58, 0.75], [-3.24, 1.92, -1.77], [1.19, -0.71, -1.14], [-2.28, -0.99, -0.60], [2.86, -1.78, 1.14], [1.07, -2.36, 0.82], [2.93, -0.77, -0.96], [1.40, -0.32, 2.38], [2.03, -2.20, -1.39], [-3.37, 1.74, 1.33]]}

Record 3
{"formula": "C2H7OPS2", "method": "wB97M-V/def2-TZVPD", "lumo_ev": 0.510, "energy_ev": -35193.6073, "de_lowest_ev": 1.920, "homo_lumo_gap_ha": 0.347, "charge": 0, "symbols": ["S", "S", "P", "O", "C", "C", "H", "H", "H", "H", "H", "H", "H"], "positions_angstrom": [[-0.71, -2.74, 0.07], [0.49, -0.25, 2.01], [0.99, -1.40, 0.21], [2.06, -2.28, 0.93], [-0.99, 2.36, -1.50], [-0.62, 2.33, -0.24], [-1.15, -2.71, -1.13], [-0.43, 1.73, -2.16], [2.32, -3.04, 0.38], [-1.37, 2.61, 0.46], [0.31, 1.92, 0.12], [-1.94, 2.63, -1.88], [1.04, -1.15, 2.73]]}